2 unconnected molecules or ions with the total composition C4H9FN3S in a non-equilibrium geometry, computed with wB97M-V/def2-TZVPD.

Each line ends with the Löwdin charge.
Cartesian coordinates (Å):
C: 0.80310 -1.19302 0.77234  -0.530
C: -1.28870 -0.53072 -1.01668  -0.275
C: -1.75396 -0.76832 0.37496  -0.390
C: 0.33903 2.83999 -0.56758  -0.033
N: -0.04859 0.11631 -1.01617  0.012
N: 0.77511 -0.08309 -0.04927  -0.012
N: 1.99234 -1.69714 1.09367  0.177
F: 0.53327 2.56121 0.70795  -0.042
S: -0.67600 -2.09103 0.97176  1.100
H: -1.29818 -1.35391 -1.73083  0.138
H: -1.89340 0.38024 -1.45627  0.171
H: -1.69675 0.09693 0.98272  0.094
H: -2.72039 -1.04288 0.43643  0.057
H: 0.97590 3.57437 -1.01797  0.062
H: -0.60024 2.46850 -0.99561  0.053
H: 1.67922 0.42432 -0.16125  0.187
H: 2.71365 -1.08470 1.22510  0.096
H: 2.16461 -2.61706 1.44669  0.134

Results
Total charge ... +1
E_HOMO (spin up / spin down) ... -11.55 / -12.47 eV
Maximum force ... 4.0 eV/Å
Orbital gap (spin up / spin down) ... 0.240 / 0.307 hartree

A molecular structure, C15H21F5InS4Si in a non-equilibrium geometry, computed with wB97M-V/def2-TZVPD.

Each line ends with the Löwdin charge.
Cartesian coordinates (Å):
In: -7.74787 -0.49673 -14.20369  0.274
S: -9.70062 -0.27223 -15.88459  -0.014
S: -8.70802 -1.34754 -17.33728  -0.153
S: -6.93263 -0.40665 -17.43251  -0.137
S: -5.88257 -1.07940 -15.76979  -0.013
C: -6.56747 -3.96301 -13.86326  -0.231
Si: -7.64549 -2.79335 -12.89375  0.571
C: -6.82202 -2.54827 -11.27423  -0.684
C: -6.46051 -3.86654 -10.55236  -0.084
C: -5.43769 -1.75857 -11.39690  -0.081
C: -7.66416 -1.68831 -10.43399  -0.149
C: -9.41030 -3.57756 -12.65002  -0.641
C: -10.37954 -2.45295 -12.42911  -0.154
C: -9.65116 -4.63759 -11.62990  -0.126
C: -9.70559 -4.20186 -14.09624  -0.084
H: -6.45810 -4.91018 -13.27502  0.043
H: -5.56124 -3.60796 -14.03993  0.012
H: -6.91615 -4.27862 -14.83338  0.021
H: -5.87533 -4.38078 -11.28441  0.050
H: -7.23307 -4.53571 -10.26871  0.047
H: -5.94804 -3.56113 -9.61997  0.090
H: -4.63151 -2.33957 -11.84417  0.074
H: -5.09344 -1.38366 -10.42762  0.076
H: -5.53508 -0.89278 -12.06940  0.055
H: -8.69284 -2.04905 -10.18585  0.079
H: -7.82293 -0.73967 -10.96905  0.068
H: -7.23421 -1.47918 -9.41886  0.098
H: -10.21814 -1.87654 -11.55333  0.049
H: -11.42707 -2.79340 -12.44970  0.089
H: -10.50234 -1.86427 -13.32526  0.035
H: -9.50983 -4.26224 -10.58786  0.079
H: -9.04229 -5.52439 -11.83165  0.074
H: -10.74022 -5.01414 -11.65786  0.103
H: -9.62410 -3.48164 -14.93446  0.067
H: -10.71675 -4.55095 -14.07310  0.061
H: -8.96866 -5.04704 -14.16448  0.077
F: -6.58398 2.44984 -14.89792  0.057
C: -7.62461 2.57551 -14.04796  -0.256
C: -8.22742 1.52627 -13.40179  -0.125
C: -9.40809 1.76111 -12.69823  -0.263
F: -10.12143 0.73609 -12.21481  0.072
C: -9.83078 3.04743 -12.49284  -0.153
F: -10.88445 3.48533 -11.81264  0.105
C: -9.12872 4.12228 -13.05783  -0.155
F: -9.51695 5.37180 -12.86330  0.125
C: -8.04245 3.88994 -13.85051  -0.203
F: -7.35711 4.93269 -14.15939  0.155

Results
Total charge ... -1
E_HOMO ... -4.62 eV
Maximum force ... 3.1 eV/Å
Orbital gap ... 0.268 hartree

A molecular structure, C13H25KN6O8, computed with wB97M-V/def2-TZVPD.

Each line ends with the Löwdin charge.
Cartesian coordinates (Å):
K: -0.66133 -0.57322 -0.79895  0.837
O: 1.60253 -0.09496 0.89157  -0.127
C: 2.67360 -0.72110 0.19961  -0.236
C: 2.71884 -0.31171 -1.26857  -0.182
N: 1.61902 -0.83009 -2.06806  -0.229
C: 1.38418 -0.03837 -3.27723  -0.113
C: 0.79841 1.36107 -2.97319  -0.648
O: 1.54624 2.34291 -3.02841  -0.019
O: -0.44129 1.35883 -2.65717  -0.165
C: 1.78054 -2.24738 -2.38364  -0.121
C: 0.50952 -3.00314 -2.86401  -0.707
O: 0.72122 -3.98415 -3.59624  -0.060
O: -0.59633 -2.58644 -2.42403  -0.145
H: 1.01045 -0.79181 1.27592  0.034
H: 2.59686 -1.80362 0.31710  0.093
H: 3.62710 -0.40231 0.64563  0.108
H: 3.69562 -0.63731 -1.68005  0.121
H: 2.69578 0.77954 -1.32676  0.115
H: 0.65271 -0.57997 -3.87877  0.125
H: 2.31483 0.07818 -3.85650  0.120
H: 2.08578 -2.77258 -1.47441  0.115
H: 2.56884 -2.39578 -3.13939  0.116
N: -2.20862 -3.33189 0.19798  0.004
N: -0.95099 -3.87403 0.58892  -0.038
C: 0.02158 -2.99567 1.13326  -0.766
O: 1.17992 -3.45222 1.16540  -0.044
O: -0.35896 -1.85130 1.52097  -0.139
H: -2.81830 -4.13722 0.12372  0.057
H: -2.12844 -2.95408 -0.74761  0.035
H: -0.50556 -4.42309 -0.13669  0.113
N: -2.65402 2.43012 -3.43222  0.021
C: -3.64320 2.93083 -3.77102  -0.199
H: -1.71485 2.01649 -3.11101  0.007
C: 0.08902 3.00402 0.23526  -0.030
N: -0.26745 2.48799 1.54942  -0.127
C: 0.83215 2.45273 2.49387  -0.076
C: -1.33368 1.63450 1.62742  -0.513
O: -1.96706 1.27706 0.64190  -0.005
N: -1.66396 1.18311 2.90595  -0.154
C: -2.57785 0.05368 2.94084  -0.060
C: -1.89144 2.15912 3.94937  -0.085
H: 0.47776 4.01980 0.34322  0.087
H: -0.77894 3.00878 -0.41515  0.086
H: 0.85729 2.38602 -0.23540  0.081
H: 1.73389 2.11649 1.97958  0.078
H: 0.63092 1.73946 3.28792  0.086
H: 1.00893 3.44416 2.92878  0.078
H: -2.22358 -0.72841 2.27186  0.067
H: -3.60023 0.34628 2.66991  0.086
H: -2.57990 -0.34234 3.95895  0.084
H: -1.27275 3.04008 3.80208  0.070
H: -1.65196 1.72983 4.92676  0.082
H: -2.94285 2.48314 3.97130  0.085

Results
Total charge ... -2
E_HOMO ... -2.86 eV
Maximum force ... 0.7 eV/Å
Orbital gap ... 0.262 hartree

CH2N2S2 in the gas phase in a non-equilibrium geometry, computed with wB97M-V/def2-TZVPD.

Each line ends with the Löwdin charge.
Cartesian coordinates (Å):
N: -4.77077 -1.27157 0.32156  -0.471
S: -4.64314 0.06450 -0.13938  0.587
S: -2.50825 1.01921 0.07771  0.454
C: -1.44126 -0.20970 -0.36263  -0.686
N: -0.18624 -0.09186 -0.05353  -0.051
H: 0.55378 -0.62936 -0.46108  0.088
H: -0.02307 0.81895 0.41138  0.079

Results
Structure (SMILES) ... N#S#S#CN
Total charge ... 0
E_HOMO (spin up / spin down) ... -7.76 / -7.76 eV
Maximum force ... 3.0 eV/Å
Orbital gap (spin up / spin down) ... 0.243 / 0.243 hartree

A molecular structure, C34H57CrN3O2Si in a non-equilibrium geometry, computed with wB97M-V/def2-TZVPD.

Each line ends with the Mulliken spin population.
Cartesian coordinates (Å):
O: 1.43843 -2.32504 -1.41466  -0.027
O: 0.89127 -1.10963 -3.36553  -0.006
C: 2.74319 -2.57290 -0.79211  0.017
C: 3.15522 -4.02056 -0.64511  0.000
H: 2.72669 -2.07175 0.18290  -0.013
H: 3.46009 -2.04486 -1.42866  0.001
H: 2.64362 -4.50575 0.20008  0.000
H: 4.22328 -4.04680 -0.41404  0.000
H: 2.99136 -4.57849 -1.57949  0.000
C: 0.41004 -3.30299 -1.08484  0.011
C: 0.19216 -4.14560 -2.30354  0.001
H: -0.46134 -2.70916 -0.78909  -0.005
H: 0.74842 -3.89916 -0.23646  0.000
H: -0.09758 -3.55342 -3.17255  0.000
H: -0.59300 -4.88146 -2.11359  0.000
H: 1.09146 -4.71341 -2.54769  0.000
C: -0.40195 -0.62105 -3.87767  0.004
C: 2.05448 -0.89367 -4.20862  0.003
C: -1.49462 -0.90244 -2.87540  0.008
H: -0.58620 -1.07971 -4.84422  0.001
H: -0.30745 0.47076 -4.02999  0.001
H: -1.60877 -1.95223 -2.60319  0.001
H: -2.47633 -0.60892 -3.28588  0.000
H: -1.32742 -0.34247 -1.94198  -0.003
C: 2.30705 -2.16116 -4.99246  0.000
H: 2.85783 -0.65438 -3.51291  -0.002
H: 1.83496 -0.01872 -4.82012  0.000
H: 2.48416 -3.00918 -4.31537  0.000
H: 3.16162 -2.13589 -5.68627  0.000
H: 1.43615 -2.34764 -5.62425  0.000
H: 1.05439 -1.91491 -2.71874  -0.003
N: -0.68785 -0.11855 2.81668  -0.011
C: -1.54218 0.22007 3.79963  0.068
C: -2.34109 1.35779 3.69406  0.059
C: -2.54727 2.20538 2.57367  0.142
C: -1.59712 -0.69131 5.00603  0.009
H: -0.58245 -0.95857 5.34102  0.000
H: -2.16882 -1.61248 4.81266  0.002
H: -2.09961 -0.17331 5.83083  -0.001
C: -3.70027 3.16216 2.53283  0.002
H: -4.40475 2.90443 1.72810  0.002
H: -3.34877 4.19509 2.39036  0.002
H: -4.21440 3.08961 3.49477  0.000
N: -1.72780 2.18944 1.51899  0.041
C: -0.14261 -1.43795 2.65743  -0.043
C: 1.20857 -1.68706 2.96791  -0.096
C: 2.13004 -0.57903 3.35900  0.125
C: 1.68024 -3.00257 2.94352  -0.012
H: 2.73173 -3.20585 3.17299  0.000
C: 0.84332 -4.04800 2.59573  0.016
H: 1.23608 -5.07224 2.56043  0.001
C: -0.47563 -3.79857 2.25061  -0.005
H: -1.11603 -4.62774 1.92930  0.001
C: -0.97695 -2.49606 2.23811  -0.002
C: -2.39345 -2.23996 1.83325  0.021
C: -2.00479 2.89837 0.29975  0.015
C: -1.49603 4.19556 0.10047  -0.119
C: -0.87361 4.97545 1.21497  0.018
C: -1.65213 4.80389 -1.14358  0.000
H: -1.22872 5.79499 -1.29378  0.000
C: -2.34097 4.14940 -2.17501  0.032
H: -2.42033 4.61804 -3.14958  0.003
C: -2.91445 2.89728 -1.94848  -0.008
H: -3.49685 2.39292 -2.73156  0.001
C: -2.78417 2.28454 -0.70707  -0.085
C: -3.49992 1.00080 -0.43111  0.038
Cr: 0.01403 1.32254 1.72584  3.821
H: 2.40241 0.01227 2.47034  -0.009
H: 3.05139 -1.00569 3.77508  0.005
H: 1.68517 0.09167 4.10604  -0.006
H: -2.43493 -1.35051 1.19094  -0.007
H: -3.05605 -2.08722 2.70026  0.001
H: -2.78554 -3.08820 1.25758  0.000
H: -0.17999 5.71075 0.78909  0.003
H: -0.32879 4.34063 1.93028  -0.010
H: -1.63299 5.55266 1.76725  0.002
H: -4.24382 1.07846 0.37837  0.001
H: -2.80160 0.19057 -0.17624  -0.005
H: -4.03806 0.70282 -1.33793  0.000
H: -3.00292 1.55070 4.53140  0.007
C: 0.82013 0.65671 0.22376  0.132
Si: 1.89308 1.90089 -0.70610  -0.058
H: 0.12924 0.30352 -0.56709  -0.145
H: 1.45345 -0.24831 0.40733  -0.049
C: 3.48889 1.02816 -1.14771  0.011
C: 2.22975 3.39419 0.34896  0.077
C: 0.97137 2.35655 -2.27546  0.027
H: 0.93701 3.44841 -2.37029  0.002
H: -0.05865 1.98263 -2.27529  -0.004
H: 1.47705 1.94925 -3.16033  -0.001
H: 4.19501 1.07064 -0.31206  -0.003
H: 3.94865 1.51733 -2.01220  0.001
H: 3.31431 -0.02472 -1.39010  -0.004
H: 2.63835 3.12470 1.33212  -0.005
H: 1.30631 3.97566 0.50447  -0.019
H: 2.95789 4.01642 -0.18920  0.002
N: 1.23127 3.12584 4.05938  0.123
C: 0.81636 2.46724 3.18007  -0.096

Results
Total charge ... 0
E_HOMO (spin up / spin down) ... -4.68 / -7.06 eV
Maximum force ... 5.9 eV/Å
Expectation value of S² ... 6.026
Spin multiplicity ... 5
Orbital gap (spin up / spin down) ... 0.166 / 0.254 hartree

2 unconnected molecules or ions with the total composition C4H14N3O in a non-equilibrium geometry, computed with wB97M-V/def2-TZVPD.

Each line ends with the Löwdin charge.
Cartesian coordinates (Å):
C: -0.48496 -1.68310 -0.51296  -0.229
C: 0.26913 -0.30696 -0.44399  -0.156
C: 1.32037 -0.11915 0.58095  -0.297
C: 2.05006 -1.05701 1.25232  -0.037
N: 3.30111 -0.56877 1.82424  0.168
N: 1.59793 1.22024 1.03208  0.051
N: -1.89468 -1.19217 -0.31805  -0.025
H: -0.21427 -2.35869 0.29598  0.093
H: -0.32595 -2.01471 -1.60843  0.134
H: -0.48207 0.43885 -0.10925  0.117
H: 0.57685 -0.08987 -1.49640  0.144
H: 1.62252 -2.06949 1.29318  0.127
H: 3.69646 0.00861 1.05238  0.176
H: 3.17695 0.07216 2.65172  0.190
H: 4.05623 -1.21764 2.05639  0.176
H: 1.73577 1.86133 0.23431  0.109
H: 0.87262 1.83685 1.40146  0.114
H: -2.05252 -0.51770 -1.06848  0.072
H: -2.50144 -1.99122 -0.50026  0.073
H: -5.72989 2.67879 -2.94342  0.035
H: -5.57603 3.87888 -2.13434  0.044
O: -5.01420 3.19078 -2.53942  -0.078

Results
Total charge ... +1
E_HOMO ... -12.68 eV
Maximum force ... 3.1 eV/Å
Orbital gap ... 0.338 hartree